The following is a DFT calculation (ωB97M-V/def2-TZVPD) of 2 unconnected molecules or ions with the total composition C4H14SSi2 in a non-equilibrium geometry.

XYZ file:
```
21
Properties=species:S:1:pos:R:3:forces:R:3
S 2.64300 -0.54239 -0.57201 -0.7 0.8 -0.1
Si -1.14220 -0.10587 -0.11436 -1.3 -0.8 0.2
Si 1.03330 0.77528 0.00327 -0.1 -0.4 3.5
C -1.48875 -1.06243 1.49149 1.0 -1.1 1.4
C -1.29877 -1.35294 -1.53930 -1.3 2.1 -1.4
C 4.13196 0.46853 -0.23763 0.3 -3.8 2.8
C -2.47865 1.30482 -0.14889 2.4 -2.4 -2.9
H -2.21851 -1.90408 -1.58862 -1.4 0.3 0.5
H -2.61178 -1.37374 1.55490 2.0 0.9 0.2
H -2.42576 1.72588 0.75265 0.6 2.3 3.6
H -0.88465 -2.06208 1.54233 -1.0 1.6 -0.3
H -2.17626 1.95095 -0.96614 -0.7 0.4 0.0
H -1.33877 -0.80459 -2.55601 0.9 -1.1 1.4
H 0.95335 0.71788 2.11292 0.3 0.2 -2.9
H 3.97915 1.46084 -0.27617 -0.6 3.4 -0.6
H -1.01869 -0.46168 2.40038 -1.6 -1.1 -1.7
H 4.46356 0.25921 0.85363 -0.3 0.1 -1.9
H -3.44239 0.88597 -0.14554 -1.3 -0.6 -0.9
H 1.20200 2.24566 -0.17343 0.3 -0.3 -0.3
H -0.71050 -2.22034 -1.43978 1.9 -0.5 -0.3
H 4.82937 0.09513 -0.95370 0.8 0.1 -0.2
```
Forces are in eV/Å.

Calculated values
total charge	0
highest occupied orbital energy	-0.3142	Ha
ΔE to the lowest compared entry with this formula, charge and spin	139.53	kJ/mol
HOMO-LUMO gap	9.07	eV
energy	-30963.6035	eV
lowest unoccupied orbital energy	0.526	eV

The following is a DFT calculation (ωB97M-V/def2-TZVPD) of a molecular structure, C4H15BF4LiNO3 in a non-equilibrium geometry.

XYZ file:
```
29
Properties=species:S:1:pos:R:3:forces:R:3
F -1.22196 -2.50553 -1.10510 -0.4 0.2 -0.4
F -0.61326 -4.77354 -0.98286 -0.1 0.7 -0.1
F 0.60706 -3.27701 -2.23651 0.1 0.3 -0.6
F 0.63942 -3.07592 -0.01148 0.3 0.2 0.2
O -0.17575 -0.53850 -3.18059 0.2 0.5 0.0
O -1.67266 0.80737 2.16867 -0.1 -0.2 -0.5
O 2.57953 -1.08352 -1.87702 0.2 0.0 0.1
N -0.18047 0.16455 -0.20673 0.2 0.7 0.5
C 1.57033 1.69335 0.56292 0.5 0.4 0.4
C -0.62955 1.62893 1.73471 0.4 0.5 0.4
C -2.72566 1.50440 2.78231 0.0 -0.4 0.9
C 0.41420 0.81332 0.99895 0.1 -0.2 -0.5
B -0.19725 -3.45263 -1.09625 0.2 -1.6 0.8
Li 0.58154 -1.39120 -1.42819 0.0 0.1 0.0
H 0.32847 0.27987 -3.27276 -0.1 -0.1 -0.1
H -0.95970 2.42971 1.05103 -0.3 -0.1 0.0
H -0.50339 -0.72830 -4.06631 0.0 -0.2 0.2
H -0.19456 2.15910 2.59843 0.1 -0.1 0.0
H -2.35998 2.03020 3.67487 0.0 0.3 -0.2
H 3.14940 -1.84859 -1.71856 -0.3 0.0 0.0
H -1.09264 -0.18781 0.08857 0.1 -0.2 -0.3
H -0.36764 0.94402 -0.83888 -0.3 -0.2 -0.1
H -3.41151 0.74829 3.16398 -0.1 0.0 -0.2
H 0.82760 0.01378 1.61588 -0.3 0.0 0.2
H 2.18638 2.02202 1.40674 -0.1 -0.3 0.1
H 2.22294 1.12088 -0.09453 0.0 0.1 -0.1
H 3.17728 -0.33215 -1.95425 -0.1 -0.1 0.0
H 1.27692 2.64149 0.10054 -0.3 -0.3 -0.3
H -3.25509 2.19341 2.12240 0.1 0.0 -0.2
```
Forces are in eV/Å.

Calculated values
total charge	0
highest occupied orbital energy	-0.3801	Ha
ΔE to the lowest compared entry with this formula, charge and spin	0.00	kJ/mol
HOMO-LUMO gap	10.02	eV
energy	-23783.9718	eV
lowest unoccupied orbital energy	-0.323	eV

The following is a DFT calculation (ωB97M-V/def2-TZVPD) of a molecular structure, C4H15N2O in a non-equilibrium geometry.

XYZ file:
```
22
Properties=species:S:1:pos:R:3:forces:R:3
O 1.55418 0.84261 3.88168 0.0 1.0 -0.2
N -1.82079 -0.67998 -1.15183 1.3 4.8 -1.6
N 1.58630 -0.34896 0.63800 0.2 -0.3 2.6
C -2.40675 0.69932 -0.80803 -1.7 -0.7 3.6
C -0.83525 -0.95065 -0.09982 1.6 0.0 -0.1
C 1.23249 -0.64683 -1.62424 -0.4 -0.8 0.6
C 0.54112 -0.18130 -0.31318 0.1 2.7 -0.9
H 0.45114 1.03295 -0.33028 -0.6 -2.7 -0.2
H -0.49549 -2.02719 -0.17931 -0.7 0.9 0.4
H -2.94691 1.08977 -1.66797 0.5 0.5 -0.1
H 1.58247 1.82673 3.84248 0.0 -1.2 0.2
H -0.17628 1.05615 -2.36683 -0.8 -0.1 0.0
H 1.58683 0.60275 4.81377 0.0 0.2 -0.1
H -1.21758 -0.68780 0.92940 0.2 -0.5 -0.9
H 1.89164 -1.32030 0.64915 0.1 0.2 0.3
H -1.35246 0.31596 -1.85715 1.2 -3.7 0.0
H -1.56187 1.34110 -0.31263 -2.1 -0.6 -1.0
H 1.65158 -1.63309 -1.30493 0.0 0.5 -0.7
H 1.40476 -0.03809 1.62808 0.0 -0.5 -1.5
H 0.50995 -0.84595 -2.44226 0.7 0.3 0.3
H 2.07256 0.03742 -1.86136 -0.7 -0.5 -0.1
H -3.25165 0.51539 -0.06276 1.0 0.5 -0.3
```
Forces are in eV/Å.

Calculated values
total charge	0
spin multiplicity	2
highest occupied orbital energy (spin up / spin down)	-0.3094 / -0.3204	Ha
ΔE to the lowest compared entry with this formula, charge and spin	442.16	kJ/mol
HOMO-LUMO gap (spin up / spin down)	9.05 / 7.55	eV
energy	-9412.6036	eV
lowest unoccupied orbital energy (spin up / spin down)	0.628 / -1.173	eV

The following is a DFT calculation (ωB97M-V/def2-TZVPD) of 2 unconnected molecules or ions with the total composition C4H15N2O in a non-equilibrium geometry.

XYZ file:
```
22
Properties=species:S:1:pos:R:3:forces:R:3
O 1.06200 0.48493 2.23034 0.7 0.8 0.7
N 0.49186 -0.84696 0.16560 0.8 1.4 -2.0
N -0.34132 2.16536 -0.41917 0.9 0.3 0.3
C -1.63746 -1.26370 -1.15556 1.1 -0.5 -1.9
C 1.74736 -1.41121 -0.45401 0.1 0.2 0.2
C -0.56569 -0.24003 -0.86927 0.4 0.9 3.0
C -1.08338 0.97164 -0.04775 -1.5 1.3 -0.4
H 1.87748 -1.15242 -1.47812 -1.1 -0.2 -1.3
H -1.45312 -2.21489 -0.62471 -0.6 0.4 -0.3
H -0.02870 -1.58212 0.65201 0.4 0.4 0.2
H 0.13420 2.65615 0.32044 -0.1 -0.2 0.2
H -0.02497 0.17778 -1.73720 -0.1 -0.6 0.5
H 0.85242 -0.04934 0.85185 -1.3 -1.9 -0.9
H -1.07444 0.81400 1.06518 0.1 -0.1 -1.1
H -2.65052 -0.88038 -1.10581 0.0 -0.1 0.6
H -1.47902 -1.41944 -2.23697 -0.4 -0.8 0.4
H -2.16068 1.17174 -0.27726 0.7 -0.5 0.0
H 1.75230 -2.49634 -0.32289 0.6 0.4 0.1
H 0.43218 0.31500 2.93908 0.1 0.1 0.2
H -0.79009 2.86858 -0.98951 -0.4 -0.4 0.0
H 1.75715 1.08033 2.55959 -0.4 -0.3 0.1
H 2.61910 -0.81365 -0.16138 -0.1 -0.8 1.3
```
Forces are in eV/Å.

Calculated values
total charge	+1
highest occupied orbital energy	-0.4762	Ha
ΔE to the lowest compared entry with this formula, charge and spin	184.67	kJ/mol
HOMO-LUMO gap	9.89	eV
energy	-9411.7482	eV
lowest unoccupied orbital energy	-3.071	eV

The following is a DFT calculation (ωB97M-V/def2-TZVPD) of 2 unconnected molecules or ions with the total composition C4H15N2O in a non-equilibrium geometry.

XYZ file:
```
22
Properties=species:S:1:pos:R:3:forces:R:3
O -0.37291 2.31960 1.85771 0.5 0.6 0.2
N -0.84291 1.59571 -1.09441 -2.6 0.6 -2.2
N -0.68749 -1.04772 -0.39182 2.7 1.6 -0.3
C 0.44918 0.89991 -1.36163 -2.2 2.2 -1.9
C -0.01291 -1.01515 1.00814 -0.8 0.6 0.7
C 1.04304 -2.16905 1.14632 -0.6 1.0 -1.0
C 0.11379 -0.54906 -1.65907 -4.2 2.9 1.2
H 0.80709 -3.01703 0.48429 0.2 0.5 -0.3
H 0.91496 -1.13420 -1.71438 3.2 -2.6 -0.8
H -0.86077 -1.98799 -0.58330 -1.3 -1.8 -0.2
H -1.44247 2.07085 -1.93064 2.5 -1.7 2.4
H -0.60235 -0.52900 -2.56340 1.2 -0.6 1.6
H -0.86942 2.23125 -0.31789 0.4 0.1 0.3
H -1.09346 2.71331 2.37112 0.1 -0.1 -0.1
H 0.83242 1.40946 -2.27764 0.6 -0.8 0.8
H 0.46039 0.03008 1.12302 -0.9 -1.8 0.0
H -0.92735 -1.07212 1.69808 1.5 0.0 -0.8
H 1.02123 1.09823 -0.48462 1.0 -0.2 0.3
H 1.94071 -1.61041 0.86023 0.4 -1.1 0.0
H 0.40682 2.86555 2.08954 -0.6 -0.4 -0.1
H 1.17573 -2.70542 2.08292 -0.2 0.9 0.5
H -1.45330 -0.39680 -0.34255 -1.0 0.2 -0.2
```
Forces are in eV/Å.

Calculated values
total charge	+1
highest occupied orbital energy	-0.4846	Ha
ΔE to the lowest compared entry with this formula, charge and spin	197.86	kJ/mol
HOMO-LUMO gap	10.59	eV
energy	-9411.6115	eV
lowest unoccupied orbital energy	-2.591	eV